# 1
Below is C13H19IN5OSY as an isolated structure, with properties calculated with the ωB97M-V functional and the def2-TZVPD basis.

Summary:
Energy above the lowest of the compared OMol25 structures with the same formula, charge and spin   24.0 kcal/mol

```
! RIJCOSX wB97M-V def2-TZVPD def2/J DEFGRID3
* xyz -2 1
C 0.42 -0.69 -4.10
I -1.30 0.55 -3.09
H -0.19 -1.53 -4.45
H 1.19 -0.91 -3.37
H 0.79 -0.10 -4.95
C -0.68 3.13 1.78
C -1.84 2.96 1.12
N -1.64 1.95 0.17
C -0.30 1.52 0.24
N 0.21 2.23 1.28
H -0.41 3.86 2.55
H -2.79 3.46 1.25
C 1.73 -2.70 1.10
C 0.85 -1.00 -0.09
N 1.74 -1.36 0.85
H 0.50 -4.27 0.21
N 0.23 -2.21 -0.43
H 2.40 -3.17 1.82
Y -1.55 -0.48 -0.38
C 0.65 0.48 -0.59
O 1.58 0.98 -1.23
C 0.79 -3.24 0.31
C -0.46 -2.59 -1.64
H -0.74 -3.65 -1.54
H 0.15 -2.51 -2.55
H -1.41 -2.04 -1.82
C 2.61 -0.54 1.67
H 3.41 -1.19 2.07
H 2.04 -0.15 2.53
H 3.05 0.24 1.04
C 1.53 2.23 1.88
H 1.67 3.23 2.30
H 2.30 2.04 1.13
H 1.56 1.55 2.74
C -2.80 1.81 -0.72
H -2.66 2.40 -1.64
H -3.64 2.27 -0.18
H -3.18 0.78 -0.92
S -3.18 -1.75 1.40
C -1.84 -1.08 2.04
N -0.80 -0.50 2.20
*
```

# 2
Below is C13H19N3O4Rh as an isolated structure, with properties calculated with the ωB97M-V functional and the def2-TZVPD basis.

Summary:
Energy above the lowest of the compared OMol25 structures with the same formula, charge and spin   49.8 kcal/mol

```
! RIJCOSX wB97M-V def2-TZVPD def2/J DEFGRID3
* xyz 1 1
Rh 0.09 0.12 -0.08
O 1.22 -0.50 -3.93
C 1.08 0.01 -2.86
O 0.70 -0.65 -1.77
C 1.34 1.43 -2.50
C 1.91 2.40 -3.30
C 2.11 3.66 -2.75
C 1.74 3.90 -1.43
C 1.16 2.87 -0.72
N 0.98 1.67 -1.25
C 0.67 2.92 0.68
O 0.77 3.82 1.45
O 0.05 1.77 0.97
H 2.18 2.15 -4.31
H 2.56 4.45 -3.34
H 1.87 4.86 -0.95
C 0.16 -3.01 -0.95
N -0.65 -1.99 -0.23
C -1.93 -1.82 -0.97
C -0.92 -2.58 1.09
C -1.51 -1.56 2.00
N -0.69 -0.33 1.97
C 0.56 -0.53 2.74
C -1.51 0.69 2.68
H -0.39 -3.95 -0.90
H 1.12 -3.11 -0.46
H 0.30 -2.73 -1.98
H -2.42 -2.79 -1.09
H -1.71 -1.41 -1.96
H -2.59 -1.14 -0.44
H 0.02 -2.98 1.48
H -1.60 -3.43 0.98
H -1.56 -1.94 3.02
H -2.53 -1.30 1.70
H 0.31 -0.79 3.78
H 1.12 0.39 2.74
H 1.15 -1.33 2.31
H -1.78 0.27 3.65
H -2.41 0.89 2.10
H -0.96 1.60 2.82
*
```

# 3
Below is an isolated molecule of C13H19NO3S, with properties calculated with the ωB97M-V functional and the def2-TZVPD basis.

Summary:
Energy above the lowest of the compared OMol25 structures with the same formula, charge and spin   10.4 kcal/mol
Structure (SMILES)   CSCC[C@H](CO)NC(=O)OCc1ccccc1

```
! RIJCOSX wB97M-V def2-TZVPD def2/J DEFGRID3
* xyz 0 1
C -0.23 -1.14 5.80
H -0.93 -1.92 5.50
H 0.14 -1.34 6.80
H -0.69 -0.16 5.75
S 1.22 -1.17 4.70
C 0.43 -0.71 3.12
C -0.26 -1.90 2.46
H -1.03 -2.30 3.13
H 0.48 -2.68 2.28
C -0.93 -1.49 1.14
N 0.06 -1.02 0.19
C 0.18 0.28 -0.15
O -0.44 1.19 0.36
O 1.12 0.42 -1.11
C 1.35 1.75 -1.59
C 0.54 2.02 -2.83
C 1.11 1.90 -4.09
C 0.35 2.11 -5.22
C -0.99 2.45 -5.11
C -1.57 2.56 -3.85
C -0.81 2.35 -2.72
H -1.25 2.44 -1.74
H -2.61 2.82 -3.76
H -1.59 2.61 -5.99
H 0.80 2.02 -6.20
H 2.15 1.63 -4.18
H 2.42 1.80 -1.80
H 1.09 2.46 -0.80
H 0.56 -1.71 -0.34
H -1.61 -0.65 1.33
C -1.71 -2.65 0.51
O -0.88 -3.71 0.11
H -0.50 -4.12 0.89
H -2.49 -2.99 1.21
H -2.20 -2.30 -0.40
H 1.24 -0.35 2.49
H -0.26 0.10 3.31
*
```

# 4
Below is C13H20BCoF13N4OS2 as an isolated structure, with properties calculated with the ωB97M-V functional and the def2-TZVPD basis.

Summary:
Energy above the lowest of the compared OMol25 structures with the same formula, charge and spin   45.7 kcal/mol
⟨S²⟩   6.020

```
! RIJCOSX wB97M-V def2-TZVPD def2/J DEFGRID3
* xyz 1 5
Co -0.64 -0.71 0.20
C -2.05 -0.20 -3.45
C -0.49 -0.19 -3.68
N 0.24 0.98 -3.13
C 0.14 1.49 -1.89
S -1.22 1.20 -0.76
N 1.05 2.40 -1.47
C 2.14 2.86 -2.28
C 1.75 3.93 -3.27
H -2.38 -0.99 -4.14
H -2.58 0.73 -3.65
H -2.17 -0.50 -2.42
H -0.25 -0.17 -4.74
H -0.10 -1.20 -3.37
H 1.13 1.21 -3.56
H 0.70 2.90 -0.68
H 2.68 2.00 -2.69
H 2.89 3.32 -1.60
H 0.70 3.78 -3.59
H 2.33 3.96 -4.16
H 1.76 4.89 -2.76
F -3.62 -0.79 3.06
C -4.07 -1.88 2.45
F -3.59 -2.96 3.15
F -5.42 -1.97 2.61
C -3.51 -1.89 0.93
O -2.34 -1.15 0.96
C -3.25 -3.38 0.56
F -2.91 -3.51 -0.75
F -2.18 -3.83 1.28
F -4.31 -4.18 0.84
C -4.57 -1.27 -0.07
F -5.04 -0.05 0.39
F -5.71 -1.96 -0.25
F -4.01 -1.05 -1.28
F 2.72 -2.63 -0.45
B 1.57 -1.97 -0.79
F 0.37 -2.38 0.00
F 1.37 -1.89 -2.16
F 1.78 -0.55 -0.31
C 1.57 2.03 3.93
N 2.33 0.91 3.33
C 3.80 0.75 3.45
C 4.15 -0.48 2.55
N 2.78 -0.95 2.21
C 1.78 -0.15 2.68
S 0.15 -0.52 2.66
H 1.62 2.93 3.30
H 2.06 2.25 4.85
H 0.57 1.69 3.93
H 4.06 0.58 4.52
H 4.29 1.70 3.13
H 4.75 -1.26 3.03
H 4.65 -0.09 1.62
H 2.55 -1.80 1.73
*
```

# 5
Below is C13H20BF7O2SZr as an isolated structure, with properties calculated with the ωB97M-V functional and the def2-TZVPD basis.

```
! RIJCOSX wB97M-V def2-TZVPD def2/J DEFGRID3
* xyz 4 1
C -2.11 2.61 -1.77
C -1.54 4.06 -1.37
C -1.58 5.19 -2.52
C -1.00 4.32 -0.03
C 0.35 3.67 0.49
C 0.18 2.75 1.82
C -0.74 1.40 1.64
C -1.17 0.96 3.14
C 0.17 0.33 0.86
C -0.24 -1.20 1.09
B 0.99 -2.13 0.50
S 1.10 -2.67 -1.29
O 2.20 -1.87 -1.93
O -0.20 -2.32 -2.00
C 1.36 -4.50 -1.54
F 0.06 -5.08 -1.59
F 2.00 -4.63 -2.80
C 2.21 -5.23 -0.41
F 3.39 -4.50 -0.23
F 1.47 -5.40 0.80
C 2.67 -6.74 -0.83
F 2.51 -7.56 0.31
F 4.04 -6.80 -1.13
F 1.86 -7.29 -1.82
H -2.82 2.22 -0.96
H -1.28 1.85 -2.00
H -2.77 2.79 -2.70
H -1.39 6.22 -2.08
H -2.67 5.13 -2.93
H -0.83 4.86 -3.31
H -1.54 5.06 0.68
H 1.02 4.56 0.80
H 0.93 3.11 -0.32
H -0.14 3.35 2.75
H 1.23 2.34 2.05
H -1.72 1.69 1.05
H -0.30 1.15 3.87
H -1.60 -0.11 3.23
H -2.03 1.70 3.48
H 1.29 0.45 1.04
H 0.01 0.54 -0.27
H -0.37 -1.51 2.18
H -1.24 -1.47 0.56
H 1.83 -2.41 1.30
Zr -3.61 1.10 2.20
*
```

# 6
Below is C13H20BN8O8P2RuS as an isolated structure, with properties calculated with the ωB97M-V functional and the def2-TZVPD basis.

Summary:
Energy above the lowest of the compared OMol25 structures with the same formula, charge and spin   6.1 kcal/mol
⟨S²⟩   0.755

```
! RIJCOSX wB97M-V def2-TZVPD def2/J DEFGRID3
* xyz 0 2
Ru -0.23 1.06 1.26
C -1.81 4.46 3.24
C -1.31 3.16 3.25
N -1.10 2.76 2.00
N -1.45 3.76 1.17
C -1.88 4.80 1.90
B -1.26 3.58 -0.36
N 0.22 3.35 -0.63
C 1.05 3.93 -1.52
C 2.24 3.23 -1.52
C 2.05 2.20 -0.59
N 0.84 2.30 -0.05
N -2.03 2.29 -0.74
C -3.14 2.13 -1.46
C -3.58 0.83 -1.34
C -2.68 0.23 -0.47
N -1.74 1.11 -0.13
H -2.08 5.07 4.09
H -1.06 2.51 4.08
H -2.21 5.70 1.41
H -1.69 4.52 -0.96
H 0.73 4.78 -2.08
H 3.12 3.42 -2.11
H 2.72 1.42 -0.28
H -3.55 2.96 -2.01
H -4.44 0.37 -1.80
H -2.64 -0.79 -0.10
O 3.22 -1.08 0.13
P 1.94 -1.40 1.04
O 1.63 -2.83 1.04
O 0.88 -0.41 0.53
O 2.35 -0.91 2.50
P 2.43 0.60 3.10
O 3.43 1.34 2.08
O 2.92 0.58 4.47
O 1.07 1.23 2.81
H 3.71 -1.89 -0.04
H 4.34 1.31 2.42
C 0.84 -5.72 -0.77
N 0.42 -4.36 -1.06
C -0.54 -4.00 -1.93
S -1.42 -2.58 -1.74
N -0.81 -4.82 -2.98
C 0.20 -5.57 -3.72
H 1.19 -5.73 0.26
H 1.66 -6.06 -1.41
H 0.00 -6.42 -0.86
H 0.61 -3.70 -0.31
H -1.56 -4.45 -3.53
H 1.17 -5.07 -3.68
H -0.11 -5.62 -4.76
H 0.32 -6.59 -3.35
O -1.76 -0.85 3.09
C -1.20 -0.14 2.42
*
```

| no. | F_max (eV Å⁻¹) | calculated total energy (a.u.) |
| --- | --- | --- |
| 1 | 3.3 | -1589.57191 |
| 2 | 0.7 | -1082.28445 |
| 3 | 0.7 | -1185.45551 |
| 4 | 4.2 | -4303.88521 |
| 5 | 6.3 | -1824.65336 |
| 6 | 0.3 | -2748.45047 |